Entry 1:
This record from the Open Molecules 2025 dataset describes a structure of composition C28H42MnNO2Si. The level of theory is ωB97M-V/def2-TZVPD.

Properties
Multiplicity ... 5
Net charge ... 0
⟨S²⟩ ... 6.14
Energy above the lowest of the compared OMol25 structures with the same formula, charge and spin ... 0.0 kJ/mol
Largest force on an atom ... 3.31 eV/Å

CARTESIAN COORDINATES (ANGSTROEM)
O (1.5294, -5.9263, -4.0820)
C (2.0000, -7.1288, -3.3933)
C (2.3972, -7.8638, -4.6633)
H (1.1824, -7.6073, -2.8445)
H (2.8423, -6.8962, -2.7312)
C (1.8930, -6.5566, -5.3453)
H (1.7921, -8.7529, -4.8712)
H (3.4757, -8.0233, -4.7719)
C (0.6964, -6.7690, -6.2516)
H (-0.0879, -7.3313, -5.7320)
H (1.0142, -7.3444, -7.1335)
H (0.3139, -5.7971, -6.5902)
C (3.0078, -5.8147, -6.0582)
H (3.8724, -5.6900, -5.3925)
H (2.6446, -4.8354, -6.3966)
H (3.3188, -6.4016, -6.9373)
Mn (-0.0308, 0.7775, -0.0241)
C (1.7630, 1.7787, 0.6381)
C (1.3202, 0.9118, 1.6858)
C (1.2316, -0.4344, 1.1639)
H (1.1597, 1.1803, 2.7287)
C (1.6706, -0.3880, -0.2175)
C (1.9812, 0.9854, -0.5376)
H (2.4233, 1.3470, -1.4704)
H (2.0033, 2.8444, 0.7248)
H (0.9744, -1.3205, 1.7292)
H (1.8342, -1.2560, -0.8511)
C (-1.4987, 2.1284, -0.8570)
C (-0.3678, 1.9651, -1.7222)
C (-0.2677, 0.5583, -2.0625)
H (0.2493, 2.7718, -2.1137)
C (-1.3459, -0.1370, -1.4015)
C (-2.1043, 0.8392, -0.6623)
H (-3.0300, 0.6405, -0.1258)
H (-1.8852, 3.0780, -0.4831)
H (0.4297, 0.1082, -2.7648)
H (-1.5843, -1.1904, -1.5203)
O (-0.6727, -3.9920, -1.3809)
C (0.2775, -3.4984, -2.3474)
C (1.6677, -4.0334, -1.9745)
H (0.2794, -2.3945, -2.2900)
H (-0.0250, -3.7606, -3.3763)
C (1.3399, -5.1651, -0.9871)
H (2.2072, -3.2382, -1.4401)
H (2.2076, -4.3865, -2.8449)
C (0.0972, -4.6182, -0.3124)
H (2.1812, -5.4477, -0.3476)
H (1.0178, -6.0200, -1.5829)
H (0.4244, -3.8536, 0.4195)
H (-0.5112, -5.3761, 0.2024)
C (-1.9729, -1.8930, 1.5675)
Si (-2.3963, -0.5223, 2.7871)
C (-4.2286, -0.1752, 2.8251)
C (-1.9108, -1.1983, 4.4719)
N (-1.5383, 0.9431, 2.3135)
C (-1.5225, 2.0891, 3.0110)
C (-1.0649, 3.3121, 2.4076)
C (-0.8804, 4.4636, 3.1569)
C (-1.1596, 4.4744, 4.5313)
C (-1.6726, 3.3265, 5.1413)
C (-1.9058, 2.1833, 4.3979)
H (-2.5502, -2.8004, 1.7963)
H (-0.9134, -2.1650, 1.6342)
H (-2.1772, -1.6427, 0.5205)
H (-4.7391, -1.1079, 3.1053)
H (-4.4783, 0.5881, 3.5763)
H (-4.6250, 0.1578, 1.8568)
H (-0.8172, -1.2281, 4.5569)
H (-2.2998, -0.6157, 5.3170)
H (-2.2843, -2.2273, 4.5981)
H (-0.8508, 3.3116, 1.3347)
H (-0.5133, 5.3606, 2.6541)
H (-0.9922, 5.3761, 5.1156)
H (-1.9062, 3.3222, 6.2055)
H (-2.3528, 1.3080, 4.8737)


Entry 2:
This record from the Open Molecules 2025 dataset describes a structure of composition C28H42N2O4P2RuS2. The level of theory is ωB97M-V/def2-TZVPD.

Properties
Multiplicity ... 6
Net charge ... +1
⟨S²⟩ ... 8.76
Energy above the lowest of the compared OMol25 structures with the same formula, charge and spin ... 0.0 kJ/mol
Largest force on an atom ... 1.73 eV/Å

CARTESIAN COORDINATES (ANGSTROEM)
Ru (-0.0391, -0.9609, -0.7556)
C (-0.9180, 2.0356, -5.7422)
C (-0.3160, 1.5458, -4.4459)
O (0.3805, 0.3008, -4.7136)
P (0.6849, -0.7756, -3.6047)
S (1.7775, 0.1041, -2.1128)
S (-0.9833, -1.7102, -2.9633)
O (1.5257, -1.8445, -4.3881)
C (2.6853, -1.4694, -5.1868)
C (3.6873, -2.5972, -5.1271)
H (-1.3481, 3.0241, -5.5843)
H (-1.6992, 1.3574, -6.0821)
H (-0.1494, 2.1111, -6.5102)
H (-1.0883, 1.3697, -3.6933)
H (0.4108, 2.2571, -4.0530)
H (3.1113, -0.5452, -4.7916)
H (2.3358, -1.2940, -6.2022)
H (4.0016, -2.7753, -4.0989)
H (4.5611, -2.3306, -5.7208)
H (3.2575, -3.5151, -5.5264)
C (-1.7451, -2.6703, 1.7901)
C (-0.8261, -3.7380, 1.1722)
C (-1.5379, -4.4546, 0.0207)
P (0.7144, -2.9089, 0.5528)
C (1.7388, -2.4106, 2.0248)
C (1.5162, -3.2831, 3.2568)
C (1.5128, -0.9222, 2.3364)
C (1.6891, -4.1906, -0.3703)
C (2.7467, -3.5046, -1.2393)
C (2.3056, -5.2411, 0.5479)
H (-2.7134, -3.1077, 2.0337)
H (-1.9337, -1.8585, 1.0803)
H (-1.3293, -2.2432, 2.7026)
H (-0.5458, -4.4630, 1.9379)
H (-1.6678, -3.7894, -0.8362)
H (-2.5295, -4.7654, 0.3504)
H (-1.0045, -5.3463, -0.3054)
H (2.7717, -2.5251, 1.6814)
H (0.4995, -3.1875, 3.6392)
H (2.1977, -2.9587, 4.0442)
H (1.7158, -4.3350, 3.0601)
H (0.4877, -0.7304, 2.6579)
H (1.7241, -0.2956, 1.4670)
H (2.1772, -0.6041, 3.1403)
H (0.9651, -4.6739, -1.0301)
H (3.4261, -2.8923, -0.6410)
H (2.2780, -2.8673, -1.9854)
H (3.3408, -4.2551, -1.7623)
H (3.0580, -4.8025, 1.2040)
H (2.7951, -6.0028, -0.0595)
H (1.5525, -5.7391, 1.1605)
O (-2.2476, 0.0727, -0.5624)
C (-1.7246, 1.0384, 0.0267)
N (-2.3090, 2.1422, 0.5157)
C (-1.3551, 2.9459, 1.2745)
C (-0.0223, 2.1745, 0.9136)
O (1.0966, 2.5202, 1.2086)
N (-0.3845, 1.0560, 0.2364)
C (-1.3380, 4.4055, 0.8479)
C (-2.4086, 4.9401, 0.1360)
C (-2.4576, 6.2950, -0.1555)
C (-1.4327, 7.1330, 0.2519)
C (-0.3478, 6.6015, 0.9355)
C (-0.2984, 5.2499, 1.2341)
C (-1.6309, 2.8339, 2.7850)
C (-0.6124, 2.8694, 3.7331)
C (-0.9097, 2.8035, 5.0870)
C (-2.2231, 2.6926, 5.5152)
C (-3.2429, 2.6671, 4.5768)
C (-2.9499, 2.7425, 3.2245)
H (-3.3062, 2.2569, 0.5524)
H (-3.2150, 4.3017, -0.2023)
H (-3.3010, 6.6946, -0.7038)
H (-1.4783, 8.1929, 0.0399)
H (0.4676, 7.2468, 1.2351)
H (0.5560, 4.8416, 1.7519)
H (0.4175, 2.9427, 3.4175)
H (-0.1055, 2.8441, 5.8105)
H (-2.4511, 2.6306, 6.5710)
H (-4.2739, 2.5949, 4.8985)
H (-3.7696, 2.7482, 2.5161)


Entry 3:
This record from the Open Molecules 2025 dataset describes a structure of composition C28H42N6O2ReS2. The level of theory is ωB97M-V/def2-TZVPD.

Properties
Multiplicity ... 4
Net charge ... +4
⟨S²⟩ ... 3.78
Energy above the lowest of the compared OMol25 structures with the same formula, charge and spin ... 69.8 kJ/mol
Largest force on an atom ... 1.54 eV/Å

CARTESIAN COORDINATES (ANGSTROEM)
Re (-0.1100, 0.5366, 0.3405)
O (-2.0132, 0.1456, 0.7789)
S (-3.2712, -0.8027, 0.9061)
C (-4.5096, 0.0357, -0.1525)
C (-4.1112, 1.4784, -0.4851)
C (-4.0075, 1.7571, -1.9906)
C (-3.0422, 2.9029, -2.2698)
S (-1.3032, 2.3741, -2.4784)
O (-1.0608, 1.2265, -1.4286)
C (-1.4629, 1.5428, -4.0372)
C (-1.7370, 0.1855, -4.1412)
C (-1.9928, -0.3408, -5.3989)
C (-1.9354, 0.4772, -6.5216)
C (-1.6503, 1.8322, -6.3984)
C (-1.3970, 2.3755, -5.1475)
C (-3.8420, -0.4789, 2.5647)
C (-2.8560, -0.3706, 3.5442)
C (-3.2402, -0.2326, 4.8671)
C (-4.5907, -0.2100, 5.2042)
C (-5.5588, -0.3212, 4.2170)
C (-5.1937, -0.4779, 2.8865)
H (-5.4524, -0.0291, 0.3841)
H (-4.5880, -0.5992, -1.0351)
H (-3.1461, 1.6838, -0.0354)
H (-4.8217, 2.1685, -0.0299)
H (-4.9893, 2.0170, -2.3867)
H (-3.6859, 0.8673, -2.5363)
H (-3.0576, 3.6565, -1.4794)
H (-3.2435, 3.4059, -3.2180)
H (-1.7849, -0.4397, -3.2583)
H (-2.2490, -1.3868, -5.5042)
H (-2.0922, 0.0498, -7.5033)
H (-1.6079, 2.4631, -7.2760)
H (-1.1554, 3.4292, -5.0498)
H (-1.8073, -0.4074, 3.2739)
H (-2.4885, -0.1687, 5.6439)
H (-4.8869, -0.1270, 6.2417)
H (-6.6082, -0.2965, 4.4799)
H (-5.9730, -0.6120, 2.1492)
C (0.2384, 1.2819, 5.2037)
N (-0.3164, 2.2067, 4.2160)
C (-1.0588, 3.3935, 4.6927)
C (-1.6385, 3.9884, 3.4044)
N (-0.9755, 3.1850, 2.3601)
C (-0.9539, 3.6016, 0.9720)
C (-0.2709, 2.1901, 2.8970)
N (0.4218, 1.2873, 2.1176)
C (1.6694, 0.6951, 2.6521)
C (2.5876, 0.4648, 1.4797)
N (1.7570, -0.0604, 0.3555)
C (2.3559, -1.0236, -0.4770)
N (1.6154, -1.8045, -1.2599)
C (0.1951, -1.7184, -1.4777)
C (2.4498, -2.7428, -2.0359)
C (3.8543, -2.4244, -1.5138)
N (3.6367, -1.2969, -0.5728)
C (4.8413, -0.6608, -0.0142)
H (-0.3954, 1.3079, 6.0868)
H (1.2377, 1.5827, 5.5194)
H (0.2587, 0.2607, 4.8337)
H (-0.3769, 4.0750, 5.2012)
H (-1.8263, 3.0923, 5.4016)
H (-1.3975, 5.0426, 3.2860)
H (-2.7202, 3.8753, 3.3361)
H (-1.2772, 4.6391, 0.9152)
H (-1.6381, 3.0063, 0.3610)
H (0.0588, 3.5439, 0.5614)
H (1.4619, -0.2602, 3.1364)
H (2.1483, 1.3608, 3.3669)
H (3.3504, -0.2477, 1.7750)
H (3.0611, 1.3970, 1.1696)
H (-0.3644, -1.7695, -0.5203)
H (-0.1269, -2.5921, -2.0422)
H (-0.0726, -0.8319, -2.0592)
H (2.3412, -2.5488, -3.1025)
H (2.1496, -3.7703, -1.8394)
H (4.5377, -2.1151, -2.3016)
H (4.3118, -3.2579, -0.9826)
H (5.6634, -0.8644, -0.6954)
H (5.1098, -1.0919, 0.9500)
H (4.7390, 0.4166, 0.0673)